No. 1
This record from the Open Molecules 2025 dataset describes C4H8FN in the gas phase at a distorted geometry. The level of theory is wB97M-V/def2-TZVPD.

Last column: Löwdin charge in e.
Geometry (Å):
C  -1.641  -0.751  0.234  -0.005
C  -0.421  0.013  -0.026  -0.571
F  -0.697  1.304  -0.385  0.030
C  0.634  0.147  1.009  -0.167
N  1.690  0.000  0.014  -0.020
C  0.657  -0.556  -0.939  -0.103
H  -2.116  -0.277  1.045  0.078
H  -2.377  -0.688  -0.559  0.096
H  -1.427  -1.760  0.453  0.077
H  0.708  -0.626  1.788  0.130
H  0.624  1.108  1.453  0.106
H  2.390  -0.657  0.389  0.103
H  0.833  -0.266  -1.990  0.117
H  0.437  -1.682  -0.882  0.131

Computed properties:
Total charge = 0
E_LUMO = 0.96 eV
SMILES string = CC1(F)CNC1
E_HOMO = -0.3388 Eh
Energy above the lowest of the compared OMol25 structures with the same formula, charge and spin = 26.2 kcal/mol


No. 2
This record from the Open Molecules 2025 dataset describes a molecular structure, C34H57N3O2PmSi at a distorted geometry. The level of theory is wB97M-V/def2-TZVPD.

Last column: Löwdin spin population.
Geometry (Å):
O  0.840  -1.614  0.722  -0.003
O  0.787  -0.377  -4.418  0.000
C  2.242  -1.872  0.538  0.001
C  2.792  -3.008  1.369  0.000
H  2.778  -0.955  0.776  0.000
H  2.404  -2.044  -0.522  0.000
H  2.606  -2.864  2.437  0.000
H  3.881  -3.072  1.240  0.000
H  2.383  -3.981  1.083  0.000
C  -0.049  -2.717  0.509  0.000
C  -0.034  -3.316  -0.879  0.000
H  -1.061  -2.363  0.728  0.000
H  0.183  -3.491  1.239  0.000
H  -0.471  -2.626  -1.604  0.000
H  -0.660  -4.219  -0.896  0.000
H  0.961  -3.607  -1.213  0.000
C  -0.236  0.251  -5.211  0.000
C  1.768  -1.116  -5.160  0.000
C  -1.546  -0.501  -5.085  0.000
H  0.065  0.370  -6.263  0.000
H  -0.375  1.274  -4.831  0.000
H  -1.464  -1.527  -5.458  0.000
H  -2.339  -0.003  -5.645  0.000
H  -1.860  -0.553  -4.038  0.000
C  1.210  -2.272  -5.974  0.000
H  2.490  -1.505  -4.432  0.000
H  2.336  -0.429  -5.806  0.000
H  0.627  -2.958  -5.350  0.000
H  2.017  -2.851  -6.429  0.000
H  0.563  -1.927  -6.785  0.000
H  1.403  1.608  -2.559  0.000
N  -0.896  -1.081  3.297  -0.011
C  -1.602  -0.312  4.462  0.001
C  -2.317  0.808  4.060  -0.001
C  -2.279  1.628  2.946  0.002
C  -1.940  -1.036  5.649  0.000
H  -1.058  -1.513  6.116  0.000
H  -2.719  -1.764  5.570  0.000
H  -2.254  -0.271  6.395  0.000
C  -3.183  2.824  2.905  0.000
H  -3.831  2.803  2.021  0.000
H  -2.606  3.756  2.885  0.000
H  -3.846  2.887  3.775  0.000
N  -1.509  1.396  1.871  -0.014
C  -0.510  -2.340  3.609  0.000
C  0.640  -2.702  4.316  0.000
C  1.598  -1.764  4.944  0.000
C  0.890  -4.077  4.523  0.000
H  1.795  -4.378  5.055  0.000
C  0.002  -5.047  4.100  0.000
H  0.213  -6.098  4.278  0.000
C  -1.179  -4.662  3.487  0.000
H  -1.896  -5.434  3.193  0.000
C  -1.475  -3.316  3.250  -0.001
C  -2.801  -3.000  2.624  0.000
C  -1.763  1.948  0.584  -0.002
C  -1.217  3.201  0.227  0.000
C  -0.264  3.933  1.128  0.000
C  -1.553  3.750  -1.002  0.000
H  -1.130  4.714  -1.300  0.000
C  -2.414  3.096  -1.875  0.000
H  -2.663  3.543  -2.835  0.000
C  -2.958  1.872  -1.510  0.000
H  -3.643  1.371  -2.200  0.000
C  -2.656  1.281  -0.294  0.000
C  -3.283  -0.031  0.075  0.001
Pm  0.062  0.043  1.645  4.036
H  2.553  -1.712  4.416  0.000
H  1.808  -2.035  5.980  0.000
H  1.180  -0.713  5.014  0.000
H  -2.870  -1.994  2.205  0.000
H  -3.619  -3.120  3.354  0.000
H  -3.017  -3.693  1.792  0.000
H  0.292  4.722  0.598  0.000
H  0.481  3.242  1.534  0.000
H  -0.768  4.404  1.982  0.000
H  -3.765  0.018  1.058  0.000
H  -2.521  -0.823  0.123  0.000
H  -4.053  -0.351  -0.646  0.000
H  -2.968  1.122  4.867  0.000
C  1.463  2.686  -2.374  0.000
Si  2.955  3.509  -3.146  0.000
H  0.584  3.073  -2.880  0.000
H  1.371  3.002  -1.329  0.000
C  4.480  2.423  -3.123  0.000
C  3.383  5.090  -2.243  0.000
C  2.595  4.028  -4.910  0.000
H  3.395  4.666  -5.303  0.000
H  1.661  4.596  -4.970  0.000
H  2.506  3.168  -5.579  0.000
H  4.846  2.271  -2.103  0.000
H  5.295  2.880  -3.695  0.000
H  4.282  1.441  -3.561  0.000
H  3.403  4.934  -1.162  0.000
H  2.654  5.876  -2.460  0.000
H  4.367  5.463  -2.543  0.000
N  -0.017  0.022  5.124  -0.004
C  0.049  0.039  3.927  -0.007

Computed properties:
Total charge = +1
E_LUMO (spin up / spin down) = -2.90 / -2.84 eV
E_HOMO (spin up / spin down) = -0.3549 / -0.3570 Eh
Energy above the lowest of the compared OMol25 structures with the same formula, charge and spin = 229.4 kcal/mol
Multiplicity = 5


No. 3
This record from the Open Molecules 2025 dataset describes a molecular structure, C24H33ClN2OOs at a distorted geometry. The level of theory is wB97M-V/def2-TZVPD.

Last column: Löwdin spin population.
Geometry (Å):
C  0.224  0.723  -6.303  0.000
C  1.605  1.295  -6.649  0.000
C  0.014  -0.598  -7.052  0.000
C  -0.851  1.735  -6.719  0.000
Cl  0.096  0.396  -4.485  0.001
H  0.075  -0.394  -8.131  0.000
H  -0.969  -1.030  -6.833  0.000
H  0.788  -1.331  -6.792  0.000
H  1.632  1.453  -7.738  0.000
H  2.415  0.606  -6.381  0.000
H  1.783  2.261  -6.160  0.000
H  -0.770  1.880  -7.806  0.000
H  -0.704  2.706  -6.230  0.000
H  -1.861  1.373  -6.491  0.000
C  1.566  -1.237  0.754  0.011
C  0.935  -2.256  -0.013  0.008
C  1.021  -1.885  -1.388  0.014
H  0.436  -3.133  0.389  0.002
C  1.705  -0.630  -1.470  0.020
C  2.050  -0.247  -0.143  0.060
H  2.565  0.663  0.133  0.011
H  1.619  -1.192  1.836  0.002
H  0.589  -2.409  -2.226  0.001
H  1.865  -0.050  -2.369  0.005
C  -1.635  1.026  0.237  0.062
C  -1.840  -0.140  1.005  0.012
C  -2.093  -1.226  0.123  0.005
H  -1.762  -0.212  2.086  0.002
C  -2.117  -0.699  -1.199  0.011
C  -1.815  0.681  -1.147  0.024
H  -1.652  1.336  -2.002  0.006
H  -1.288  1.983  0.617  0.013
H  -2.215  -2.275  0.420  0.001
H  -2.326  -1.260  -2.102  0.001
Os  -0.147  -0.439  -0.339  0.727
C  -3.661  0.900  7.464  0.042
C  -2.190  0.890  7.792  0.056
N  -1.293  1.609  6.881  0.549
C  -0.681  2.832  7.450  0.058
C  0.212  2.592  8.670  0.031
C  -1.269  1.246  5.555  0.171
O  -2.097  0.461  5.071  0.458
C  -0.120  1.704  4.711  0.380
C  1.180  1.828  5.211  0.099
C  2.227  1.866  4.286  0.273
C  1.938  1.712  2.937  0.423
N  0.692  1.729  2.444  0.020
C  -0.321  1.743  3.311  0.344
H  -4.118  1.885  7.568  0.002
H  -4.140  0.214  8.157  0.001
H  -3.782  0.530  6.449  0.001
H  -1.963  1.318  8.778  0.001
H  -1.859  -0.161  7.759  0.025
H  -0.101  3.350  6.672  0.003
H  -1.514  3.495  7.752  0.027
H  0.967  1.821  8.488  0.000
H  0.733  3.537  8.870  0.002
H  -0.350  2.331  9.577  0.001
H  1.346  1.893  6.282  0.001
H  3.264  1.987  4.615  0.008
H  2.754  1.606  2.214  0.017
H  -1.339  1.775  2.924  0.011

Computed properties:
Total charge = +2
E_LUMO (spin up / spin down) = -5.51 / -9.68 eV
E_HOMO (spin up / spin down) = -0.4435 / -0.5331 Eh
Multiplicity = 5


No. 4
This record from the Open Molecules 2025 dataset describes a molecular structure, C6H6NiO4 at a distorted geometry. The level of theory is wB97M-V/def2-TZVPD.

Last column: Löwdin spin population.
Geometry (Å):
O  4.479  -0.611  -1.405  0.000
C  3.362  -0.740  -1.195  0.000
Ni  -1.351  -0.141  0.364  1.642
C  -1.907  0.910  -0.926  0.083
C  -1.012  1.246  1.528  0.091
O  -2.024  1.186  -2.047  0.001
O  -0.456  1.797  2.386  0.001
C  -2.123  -3.505  0.188  0.012
C  -0.955  -2.902  0.862  0.025
C  -0.182  -3.733  1.816  0.008
O  -0.565  -1.717  0.719  0.131
H  -2.216  -4.532  0.561  0.001
H  -2.007  -3.571  -0.902  0.000
H  -3.047  -2.975  0.448  0.002
H  0.849  -3.887  1.494  0.001
H  -0.149  -3.260  2.799  0.001
H  -0.660  -4.701  1.912  0.001

Computed properties:
Total charge = +2
E_LUMO (spin up / spin down) = -10.53 / -12.92 eV
E_HOMO (spin up / spin down) = -0.6797 / -0.6797 Eh
Energy above the lowest of the compared OMol25 structures with the same formula, charge and spin = 0.0 kcal/mol
Multiplicity = 3


total charge of number 4 (C6H6NiO4)? +2